Molecular formula: C16H36F12N6O14P2S4Zr
Method: DFT, ωB97M-V/def2-TZVPD

XYZ file:
```
91
Properties=species:S:1:pos:R:3:forces:R:3:mulliken_charge:R:1
Zr -0.8435 -1.2771 0.6278 0.750 1.110 -0.262 0.303
C 0.8960 -5.0616 1.3941 -0.514 0.436 -0.625 0.733
F 1.3345 -4.2029 2.2815 0.259 0.024 0.498 -0.149
F 1.8437 -5.3493 0.5320 0.244 0.132 -0.526 -0.205
F 0.5026 -6.1831 1.9546 -0.333 -0.255 0.490 -0.223
S -0.5822 -4.2439 0.5451 -1.222 1.979 -2.000 1.315
O -1.1142 -3.2678 1.5139 -1.177 -1.000 2.594 -0.564
O -0.1581 -3.2004 -0.4282 1.572 -1.095 -1.040 -0.946
O -1.4572 -5.2207 -0.0205 0.783 -0.336 0.921 -0.733
C 3.2223 -1.2350 3.0123 -1.437 -0.459 -2.084 0.427
F 4.2893 -0.4758 3.0773 0.290 0.525 0.383 -0.221
F 3.5371 -2.4496 3.4305 -0.142 -0.068 0.054 -0.237
F 2.2066 -0.7553 3.7231 0.438 0.179 0.543 -0.146
S 2.6115 -1.2210 1.1643 1.147 -0.481 -0.961 1.259
O 1.1414 -1.4602 1.2049 1.009 -0.127 0.685 -0.881
O 2.9341 0.1072 0.6823 -0.225 -0.461 0.621 -0.684
O 3.2876 -2.3228 0.5058 -0.338 0.629 0.698 -0.716
C -5.0067 -0.4432 -0.4899 1.449 0.496 -0.156 0.468
F -5.0895 -0.4222 0.8193 -0.086 -0.602 0.189 -0.148
F -5.7587 -1.3649 -1.0429 -0.294 -0.304 0.196 -0.184
F -5.3693 0.7553 -0.9190 -0.090 0.305 -0.475 -0.208
S -3.2147 -0.7429 -1.0984 2.008 0.008 0.401 1.662
O -2.6114 -1.9172 -0.4712 -1.515 -4.082 -0.183 -0.858
O -3.3109 -0.8122 -2.5230 -0.467 0.666 0.485 -0.656
O -2.2498 0.1655 -0.4286 -1.165 3.183 -1.178 -1.048
C -2.7910 -2.0050 4.4080 -0.249 0.855 -0.226 0.450
F -2.5081 -1.7334 5.6667 0.379 0.207 0.428 -0.195
F -2.3362 -3.1916 4.1062 0.043 -0.361 -0.254 -0.144
F -4.1091 -1.9482 4.2699 -0.236 -0.162 -0.267 -0.190
S -2.0298 -0.6924 3.2995 0.109 1.725 -1.422 1.053
O -0.6902 -1.1078 2.9798 2.847 -0.797 1.992 -0.439
O -2.5454 -0.8106 1.9220 -3.018 -0.335 -0.316 -0.560
O -2.2464 0.6177 3.8500 -0.193 -1.210 0.682 -0.623
O 0.1093 -0.8384 -1.3564 -0.947 -0.121 1.535 2.891
P 0.5645 -0.8052 -2.7599 0.422 -0.449 -2.944 -2.526
N 0.4342 0.6856 -3.4128 0.199 1.893 -0.682 1.030
C 1.2493 1.1361 -4.5638 0.446 -0.354 0.751 -1.254
C -0.7527 1.4998 -3.1184 -0.130 -0.826 0.867 -1.108
N -0.3153 -1.7926 -3.8099 -0.318 -0.485 0.809 0.850
C -0.5493 -1.4823 -5.2192 0.764 0.866 0.454 -1.287
C -0.8721 -3.0893 -3.4387 0.091 -0.465 1.110 -0.918
N 2.1494 -1.2108 -2.9921 0.638 -0.520 -0.394 0.504
C 2.4356 -2.6567 -2.8748 -0.744 -0.112 0.031 -0.943
C 3.2939 -0.3352 -2.7404 -0.201 0.162 1.056 -0.892
H 2.2128 1.5338 -4.2366 0.093 -0.256 0.130 0.237
H 0.8220 1.9873 -5.0904 -0.653 -0.393 -0.090 0.379
H 1.4201 0.2709 -5.1975 0.195 0.331 -0.464 0.454
H -0.6262 2.5708 -3.2664 0.416 -0.081 -0.302 0.418
H -0.9371 1.3605 -2.0515 -0.432 0.094 -0.084 0.101
H -1.6302 1.1531 -3.6689 -0.045 0.078 -0.078 0.241
H -1.4303 -1.9840 -5.6103 -0.057 -0.110 0.267 0.383
H -0.6952 -0.4066 -5.3150 -0.104 -0.051 -0.261 0.366
H 0.3256 -1.7642 -5.8144 -0.105 -0.063 -0.214 0.290
H -0.7757 -3.8567 -4.2095 0.078 0.354 -0.355 0.468
H -0.3585 -3.5151 -2.5757 -0.021 0.235 -0.055 0.062
H -1.9211 -3.0120 -3.1411 -0.064 0.050 -0.213 0.263
H 2.0629 -3.0179 -1.9126 0.184 -0.189 0.015 0.177
H 1.9214 -3.2025 -3.6678 0.053 -0.016 -0.020 0.240
H 3.4949 -2.8874 -2.9362 0.064 0.355 -0.040 0.499
H 4.0379 -0.8282 -2.1123 -0.231 -0.190 0.130 0.393
H 2.9350 0.5005 -2.1374 0.314 0.295 -0.271 0.140
H 3.8424 -0.0072 -3.6251 -0.421 0.041 -0.265 0.294
O -0.2556 0.8294 1.1654 -0.148 -0.111 -0.726 2.641
P 0.0923 2.2204 1.5915 -0.328 1.488 1.570 -1.917
N 0.8078 3.1470 0.4331 0.787 -0.998 -0.972 0.436
C 1.4408 2.4974 -0.7384 0.028 0.142 0.958 -0.643
C 0.7267 4.6016 0.3784 -0.430 -0.235 0.057 -1.060
N 1.0813 2.2574 2.9596 -0.146 0.266 -1.185 1.010
C 2.4568 2.7728 2.8704 -1.160 1.615 0.255 -1.255
C 0.6121 1.9440 4.2962 -0.011 -2.018 0.419 -1.144
N -1.2759 3.1442 1.9305 0.766 -0.769 0.935 0.682
C -1.3821 4.0404 3.0715 -0.059 0.559 -0.204 -1.440
C -2.5302 2.7758 1.2875 0.135 -0.188 -0.528 -0.741
H 0.7771 2.5401 -1.5989 0.190 -0.092 0.007 0.466
H 1.6867 1.4813 -0.4322 -0.160 -0.059 -0.465 -0.518
H 2.3857 2.9946 -0.9638 0.016 0.062 -0.052 0.465
H 1.1098 5.0861 1.2779 -0.079 -0.051 0.117 0.288
H -0.3057 4.9095 0.2024 0.003 0.203 0.120 0.287
H 1.3264 4.9549 -0.4584 0.063 -0.094 0.000 0.393
H 3.2014 2.1774 3.3898 -0.014 -0.394 -0.402 0.300
H 2.6711 3.0587 1.8439 0.427 -0.775 -0.046 0.241
H 2.4216 3.7589 3.3559 0.369 -0.068 0.366 0.418
H 1.3716 2.1153 5.0612 -0.082 1.040 -0.195 0.451
H -0.3805 2.3099 4.5371 0.205 0.463 0.110 0.377
H 0.5191 0.8611 4.4575 -0.207 -0.087 -0.538 -0.035
H -1.5645 5.0606 2.7155 -0.376 -0.025 -0.021 0.285
H -2.1887 3.7307 3.7386 -0.011 0.035 0.059 0.357
H -0.4705 4.1499 3.6559 0.101 -0.404 -0.197 0.558
H -3.3015 3.5286 1.4463 0.174 0.145 0.184 0.460
H -2.9026 1.8066 1.6217 -0.040 0.042 0.072 0.021
H -2.3619 2.7119 0.2095 -0.125 -0.085 -0.008 0.151
```
Forces are in eV/Å.

E	-5534.4078	hartree
charge	0

=====

Molecular formula: C2H4OS
Method: DFT, ωB97M-V/def2-TZVPD

XYZ file:
```
8
Properties=species:S:1:pos:R:3:forces:R:3:mulliken_charge:R:1
C 1.9305 -0.4504 0.1291 3.340 -0.327 -0.111 0.085
C -0.3560 -0.1423 -0.7688 -2.164 1.280 3.227 -0.822
O 2.9309 -1.0750 -0.0469 -1.438 0.339 0.127 -0.320
S -1.3452 -1.3100 0.0647 0.261 0.233 -0.673 -0.138
H -0.2623 0.8683 -0.3501 -0.089 -0.646 0.482 0.361
H 1.6876 -0.1013 1.1573 -0.535 -0.010 0.290 0.240
H -0.2244 -0.0291 -1.7647 0.339 -0.928 -3.231 0.455
H -2.0979 -0.5121 0.8528 0.285 0.059 -0.110 0.138
```
Forces are in eV/Å.

E	-551.8472	hartree
energy relative to the best compared isomer or geometry (same formula, charge and spin)	30.4	kcal/mol
charge	0
2S+1	3

=====

Molecular formula: C18H52MgN7NaO15
Method: DFT, ωB97M-V/def2-TZVPD

XYZ file:
```
94
Properties=species:S:1:pos:R:3:forces:R:3:mulliken_charge:R:1
Na 13.4580 -18.4992 19.7609 0.412 0.072 0.071 0.493
Mg 9.6924 -21.6142 19.5205 2.796 1.651 1.760 1.292
N 11.6343 -22.9946 21.6770 -1.729 -2.938 -2.672 0.925
O 11.1675 -22.0634 20.9854 -2.213 3.129 -1.832 -0.235
O 11.1458 -24.0960 21.5378 -1.704 -1.694 0.110 -0.762
O 12.6205 -22.8419 22.2662 4.311 1.684 3.396 -0.508
N 10.1397 -18.8629 21.1215 -2.508 -1.139 3.577 0.976
O 9.5970 -19.6436 20.3461 -2.962 -3.098 -3.601 -0.798
O 11.2955 -18.7142 21.0095 5.018 1.814 -0.504 -0.553
O 9.4786 -18.4603 22.0859 0.115 0.903 -0.362 -0.704
N 11.9967 -20.8816 17.4300 -0.051 -1.733 -3.974 0.738
O 11.9060 -21.4020 16.3077 -0.584 0.069 0.860 -0.628
O 12.9467 -20.1739 17.6599 0.936 1.615 1.903 -0.142
O 11.1326 -21.1092 18.2921 -1.549 -0.229 1.610 -0.440
C 11.0782 -20.8063 24.5271 -0.224 -0.592 -0.011 -1.089
C 10.0520 -20.0566 25.4334 1.216 0.174 -1.256 0.378
C 10.5271 -18.6302 25.5448 0.706 1.781 1.666 -0.171
O 9.7061 -17.8059 26.4028 -0.502 -0.434 -0.192 -0.435
C 10.2227 -16.4940 26.5936 -0.945 -0.850 0.205 -0.665
N 8.7737 -20.0455 24.7564 -0.328 -0.958 0.010 -0.782
H 10.7073 -21.7983 24.2695 -0.315 -0.090 0.211 0.432
H 12.0598 -21.0025 24.9586 -0.055 0.325 0.430 0.443
H 11.2793 -20.3636 23.5515 -0.249 0.590 0.008 -0.177
H 10.0342 -20.6015 26.3772 -0.273 0.328 0.191 0.284
H 10.5747 -18.1260 24.5796 -0.096 -0.322 -0.476 0.102
H 11.5023 -18.4886 26.0106 0.681 -0.713 -0.191 0.364
H 11.0317 -16.4901 27.3241 0.502 -0.039 -0.267 0.275
H 9.4115 -15.9407 27.0669 -0.020 0.183 -0.223 0.280
H 10.4784 -16.0512 25.6310 0.262 0.225 0.049 0.243
H 8.9726 -19.7404 23.8144 -0.392 0.225 -0.225 0.181
H 8.1362 -19.3922 25.1887 0.017 0.150 0.011 0.345
C 13.1705 -16.1845 22.3652 -1.158 -0.942 -0.124 -1.362
C 14.3316 -17.0868 22.7389 0.255 1.345 -1.017 0.309
C 13.9885 -18.2889 23.5740 0.513 0.591 0.635 -0.013
O 15.2197 -18.9197 23.8581 0.751 -0.653 -0.235 -0.442
C 15.1840 -20.1838 24.5497 -1.221 1.014 -1.371 -0.461
N 15.0800 -17.5073 21.5210 -0.773 0.023 0.615 -0.363
H 13.4909 -15.4068 21.6720 -0.028 0.105 0.193 0.378
H 12.6946 -15.7826 23.2597 0.316 0.423 0.097 0.468
H 12.3512 -16.7430 21.9125 0.052 -0.095 -0.399 -0.017
H 14.9202 -16.3439 23.2770 0.726 -0.642 0.740 0.345
H 13.2559 -18.9222 23.0736 0.014 -0.319 -0.092 -0.154
H 13.5779 -17.8981 24.5049 -0.478 -0.171 0.233 0.374
H 16.1228 -20.7056 24.3644 0.170 0.420 0.708 0.320
H 14.4397 -20.7954 24.0397 -0.330 -0.274 0.182 -0.035
H 14.8417 -19.9678 25.5618 0.517 -0.572 0.313 0.309
H 15.7430 -18.1812 21.8763 0.323 -0.313 -0.207 0.212
H 15.6180 -16.7047 21.2268 0.098 0.054 -0.315 0.230
C 15.8486 -21.3439 18.8822 0.227 -2.008 0.345 -1.354
C 15.1716 -21.8642 20.1941 3.422 0.569 -1.096 0.445
C 16.2515 -21.9128 21.3732 -1.551 0.015 -0.780 -0.590
O 17.2798 -22.8314 21.1891 0.356 -1.555 0.236 -0.478
C 16.9124 -24.2281 21.2399 0.296 0.172 -0.202 -0.774
N 14.1703 -20.9242 20.4748 -1.460 1.220 1.183 0.850
H 15.1171 -21.4459 18.0806 -0.012 0.654 -0.091 0.402
H 16.6145 -22.0645 18.5957 0.306 -0.029 0.001 0.611
H 16.3426 -20.3744 18.9470 -0.530 0.125 0.167 -0.046
H 14.7177 -22.8265 19.9573 0.424 -0.540 0.338 0.528
H 15.7368 -22.0728 22.3206 -0.304 -0.347 0.209 0.443
H 16.7359 -20.9440 21.4952 -0.072 0.200 -0.413 0.043
H 16.4718 -24.5339 20.2910 -0.179 -0.024 0.033 0.295
H 16.2859 -24.5586 22.0684 -0.623 0.788 0.122 0.291
H 17.7809 -24.8626 21.4168 0.538 0.542 -0.373 0.304
H 13.4686 -21.0437 19.7582 -0.385 0.106 -0.025 -0.205
H 13.7330 -21.2420 21.3279 -0.599 0.242 0.304 -0.797
C 15.2619 -15.6676 16.2838 -1.335 0.839 -0.075 -1.401
C 14.5617 -16.0704 17.6115 1.795 -1.642 -1.244 0.400
C 13.0395 -16.2791 17.4685 1.253 1.534 -0.019 -0.882
O 12.4696 -16.4375 18.7336 -0.463 -0.506 0.584 0.023
C 11.0508 -16.2815 18.7024 0.560 0.267 0.368 -0.744
N 15.2068 -17.3629 17.9896 -1.378 -0.008 0.850 0.129
H 15.0673 -16.3884 15.4896 0.319 -0.355 0.167 0.240
H 16.3275 -15.4901 16.4293 -0.078 -0.332 0.020 0.327
H 14.8334 -14.7480 15.8853 0.013 0.375 0.038 0.462
H 14.8390 -15.2982 18.3291 -0.621 -0.085 0.344 0.271
H 12.7163 -17.0715 16.7934 0.398 -0.338 -0.149 0.301
H 12.7241 -15.3318 17.0312 -0.558 0.196 -0.162 0.443
H 10.8243 -15.2484 18.4387 -0.183 0.067 -0.191 0.326
H 10.6863 -16.4548 19.7150 -0.018 -0.155 -0.142 0.094
H 10.5992 -16.9667 17.9851 -0.129 -0.091 -0.002 0.303
H 15.1089 -17.9445 17.1696 0.156 -0.546 -0.173 -0.002
H 16.1991 -17.3122 18.1711 0.108 0.447 -0.108 -0.017
C 18.7673 -18.3685 18.3812 -0.756 0.656 -0.176 -0.408
O 18.4881 -17.2364 17.5719 -0.166 0.534 -1.088 -0.531
H 19.7818 -18.7216 18.1960 0.100 0.050 0.642 0.288
H 18.4868 -17.9593 19.3517 0.717 -1.242 0.765 0.281
H 18.0754 -19.1600 18.0933 0.001 0.020 0.065 0.072
H 18.7577 -16.4564 18.0624 0.116 0.000 -0.154 0.318
C 14.1443 -19.1199 14.6640 -0.418 -0.203 -0.117 -0.695
O 14.7789 -19.5398 15.8436 1.005 0.446 -0.229 -0.522
H 13.6166 -19.9791 14.2501 -0.167 0.161 -0.417 0.305
H 13.4301 -18.3260 14.8826 -0.308 0.151 -0.107 0.217
H 14.8399 -18.7168 13.9280 0.275 -0.214 0.205 0.275
H 14.0843 -19.9025 16.3981 -0.115 -0.245 0.309 0.399
```
Forces are in eV/Å.

E	-2590.9498	hartree
charge	0